DFT (ωB97M-V/def2-TZVPD) results for C11H11NO2S in the gas phase at a distorted geometry.

Last column: Mulliken charge in e.
CARTESIAN COORDINATES (ANGSTROEM)
C 4.02 0.39 -0.90  -0.969
C 3.37 0.53 0.61  -0.370
C 2.21 -0.40 0.78  0.518
O 2.31 -1.47 1.31  -0.542
O 1.08 0.03 0.17  -0.259
C -0.11 -0.75 0.09  1.169
S 0.16 -1.82 -1.42  -0.228
C -0.50 -1.72 1.16  -0.478
N -1.74 -1.68 1.40  -0.608
C -2.33 -0.59 0.81  -0.045
C -3.66 -0.23 0.79  -0.544
C -4.00 0.91 0.12  -0.320
C -3.07 1.62 -0.67  -0.437
C -1.83 1.12 -0.84  -0.084
C -1.43 0.06 -0.09  -0.192
H 3.79 -0.69 -1.17  0.289
H 3.53 0.83 -1.74  0.310
H 5.10 0.66 -0.80  0.296
H 3.06 1.57 0.91  0.277
H 4.22 0.22 1.27  0.294
H -0.46 -0.93 -2.39  0.180
H 0.10 -2.47 1.69  0.494
H -4.24 -0.92 1.46  0.350
H -5.01 1.47 0.14  0.242
H -3.37 2.64 -1.07  0.323
H -1.20 1.64 -1.61  0.336

As for the HOMO energy: -0.3316 hartree. For the max |F|, the calculation gives 3.9 eV Å⁻¹. The calculation puts the energy relative to the best compared isomer or geometry (same formula, charge and spin) at 71.9 kcal/mol. Its net charge is 0. The value obtained for the molar mass is 221.3 g/mol. Its LUMO energy is -0.06 eV. As for the SMILES: CCC(=O)O[C@@]1(S)C=Nc2ccccc21.


DFT (ωB97M-V/def2-TZVPD) results for 2 unconnected molecules or ions with the total composition C7H16ClN2O at a distorted geometry.

Last column: Mulliken charge in e.
CARTESIAN COORDINATES (ANGSTROEM)
C -2.05 -0.17 1.79  -0.774
N -0.70 -0.74 1.69  0.121
C -0.61 -2.22 1.77  -0.871
C 0.32 0.07 1.62  -0.018
Cl 1.93 -0.44 1.62  -0.022
H -2.75 -1.01 1.82  0.309
H -2.16 0.41 2.71  0.359
H -2.27 0.47 0.93  0.349
H -1.65 -2.56 1.79  0.329
H -0.09 -2.63 0.89  0.366
H -0.10 -2.53 2.69  0.365
H 0.17 1.15 1.70  0.480
C 1.41 4.99 -1.24  -0.561
C 1.23 3.86 -0.22  -0.391
N 0.24 2.93 -0.70  -0.151
C 0.22 2.48 -2.07  -0.448
C 0.44 3.66 -3.01  -0.569
O 1.51 4.49 -2.56  -0.329
H 0.55 5.68 -1.13  0.327
H 2.37 5.52 -1.09  0.290
H 2.22 3.40 0.00  0.265
H 0.85 4.31 0.71  0.362
H -0.02 2.23 -0.03  -0.019
H 0.97 1.68 -2.29  0.282
H -0.78 2.08 -2.27  0.326
H 0.78 3.33 -4.00  0.288
H -0.51 4.23 -3.06  0.332

As for the HOMO energy: -0.4171 hartree. For the max |F|, the calculation gives 1.9 eV Å⁻¹. Its net charge is +1. The value obtained for the molar mass is 179.7 g/mol. Its LUMO energy is -5.28 eV.


DFT (ωB97M-V/def2-TZVPD) results for 2 unconnected molecules or ions with the total composition FHNO3S at a distorted geometry.

Last column: Mulliken charge in e.
CARTESIAN COORDINATES (ANGSTROEM)
N -0.87 0.23 -1.36  -0.403
O 1.80 0.93 0.24  -0.545
O 0.91 -1.25 0.97  -0.498
O -0.09 0.85 1.81  -0.520
F -2.05 -0.32 -0.77  -0.222
S 0.69 0.18 0.79  0.981
H -0.39 -0.62 -1.68  0.208

As for the HOMO energy (alpha / beta): -0.1392 / -0.1700 hartree. For the max |F|, the calculation gives 2.3 eV Å⁻¹. The calculation puts the energy relative to the best compared isomer or geometry (same formula, charge and spin) at 25.9 kcal/mol. Its net charge is -1. The value obtained for the molar mass is 114.1 g/mol. Its LUMO energy (alpha / beta) is 3.75 / 3.76 eV.


DFT (ωB97M-V/def2-TZVPD) results for a molecular structure, C32H24Br2IrN7O2S2 at a distorted geometry.

Last column: Mulliken charge in e.
CARTESIAN COORDINATES (ANGSTROEM)
Ir 0.18 0.92 0.43  1.734
C 4.27 -2.15 1.56  -0.871
N 4.33 -0.73 1.21  0.242
C 5.46 0.07 1.25  -0.760
C 5.11 1.30 0.85  -0.363
N 3.74 1.25 0.53  0.407
C 3.29 -0.01 0.78  0.048
S 1.74 -0.71 0.53  -0.297
C 2.98 2.37 0.11  0.655
C 3.67 3.45 -0.43  -1.060
C 3.00 4.63 -0.67  -0.678
C 1.65 4.71 -0.33  -1.120
C 1.03 3.58 0.13  0.056
N 1.65 2.39 0.32  -0.029
H 5.27 -2.47 1.83  0.333
H 3.93 -2.73 0.70  0.373
H 3.59 -2.29 2.40  0.358
H 6.41 -0.32 1.57  0.476
H 5.69 2.20 0.78  0.527
H 4.72 3.36 -0.66  0.563
H 3.52 5.48 -1.08  0.501
H 1.09 5.63 -0.45  0.493
H -0.02 3.60 0.38  0.509
Br -0.23 1.37 7.08  -0.020
C -0.06 1.28 5.24  -0.282
C 1.19 1.32 4.63  -0.896
C 1.27 1.23 3.26  0.039
N 0.19 1.13 2.47  0.270
C -1.04 1.09 3.06  0.748
C -1.19 1.16 4.43  -0.851
C -2.17 0.89 2.13  0.689
C -3.49 0.92 2.52  -0.717
C -4.48 0.53 1.63  -0.225
Br -6.26 0.54 2.14  -0.007
C -4.11 0.11 0.35  -1.006
C -2.79 0.15 0.00  -0.244
N -1.82 0.56 0.85  0.128
H 2.09 1.41 5.22  0.504
H 2.23 1.27 2.77  0.388
H -2.17 1.11 4.88  0.459
H -3.76 1.23 3.52  0.512
H -4.85 -0.23 -0.36  0.505
H -2.46 -0.13 -0.99  0.651
O -3.83 -7.52 -2.59  -0.426
C -3.61 -6.82 -1.48  0.509
O -4.05 -7.15 -0.42  -0.471
C -2.79 -5.56 -1.59  0.366
C -2.97 -4.64 -2.63  -0.692
C -2.27 -3.45 -2.62  -0.467
C -1.38 -3.15 -1.56  0.450
S -0.52 -1.69 -1.54  0.043
C -1.22 -4.10 -0.51  -0.526
C -1.92 -5.27 -0.53  -0.818
H -3.32 -7.19 -3.34  0.343
H -3.66 -4.85 -3.43  0.450
H -2.40 -2.73 -3.42  0.481
H -0.54 -3.86 0.30  0.418
H -1.83 -5.99 0.27  0.459
N -1.09 2.86 -6.70  -0.312
C -0.89 2.56 -5.61  -0.457
C -0.64 2.18 -4.25  0.545
C 0.45 1.39 -3.92  -0.681
C 0.64 1.04 -2.60  -0.394
N -0.18 1.44 -1.62  0.247
C -1.23 2.21 -1.94  -0.269
C -1.50 2.60 -3.23  -0.718
H 1.14 1.04 -4.68  0.580
H 1.48 0.42 -2.31  0.518
H -1.88 2.53 -1.13  0.495
H -2.36 3.22 -3.45  0.587

As for the spin multiplicity: 2. As for the HOMO energy (alpha / beta): -0.5688 / -0.5895 hartree. For the max |F|, the calculation gives 2.7 eV Å⁻¹. The calculation puts the energy relative to the best compared isomer or geometry (same formula, charge and spin) at 44.4 kcal/mol. Its net charge is +3. The value obtained for the molar mass is 954.8 g/mol. Its LUMO energy (alpha / beta) is -10.20 / -10.23 eV.


DFT (ωB97M-V/def2-TZVPD) results for 2 unconnected molecules or ions with the total composition CH5BrN3 at a distorted geometry.

Last column: Mulliken charge in e.
CARTESIAN COORDINATES (ANGSTROEM)
C 0.27 0.05 0.32  0.610
N 1.26 0.89 0.23  -0.321
N -1.67 0.84 0.02  -0.400
N 0.36 -1.28 0.25  -0.335
Br -2.78 -0.53 -0.48  0.118
H 1.04 1.84 0.14  0.264
H 2.19 0.38 -0.06  0.285
H -1.40 1.36 -0.91  0.339
H 1.23 -1.75 0.04  0.229
H -0.51 -1.80 0.46  0.211

As for the HOMO energy (alpha / beta): -0.5279 / -0.5279 hartree. For the max |F|, the calculation gives 4.4 eV Å⁻¹. The calculation puts the energy relative to the best compared isomer or geometry (same formula, charge and spin) at 73.7 kcal/mol. Its net charge is +1. The value obtained for the molar mass is 139.0 g/mol. Its LUMO energy (alpha / beta) is -5.84 / -5.84 eV.


DFT (ωB97M-V/def2-TZVPD) results for a molecular structure, C16H23F10I2O6PS.

Last column: Mulliken charge in e.
CARTESIAN COORDINATES (ANGSTROEM)
C -0.22 2.77 2.11  -0.722
C -0.45 1.30 2.35  0.421
I -2.20 0.59 1.48  0.106
C 0.39 0.52 3.03  -0.415
I 0.12 -1.50 3.36  0.140
P 1.93 1.15 3.75  0.372
C 3.23 -0.01 4.23  -0.917
F 2.59 1.34 2.20  -0.459
S 1.01 1.15 5.81  -0.315
H 0.35 2.91 1.20  0.293
H 0.31 3.23 2.94  0.329
H -1.17 3.29 2.00  -0.015
H 2.15 2.52 3.91  0.072
H 3.78 -0.36 3.36  0.137
H 3.90 0.55 4.89  0.373
H 2.81 -0.83 4.80  0.472
H 1.41 2.39 6.12  0.144
C -8.02 4.20 0.34  -1.085
C -7.49 4.57 1.70  -0.231
O -6.05 4.42 1.76  -0.305
C -5.34 5.42 1.25  0.158
O -5.75 6.43 0.77  -0.518
C -3.83 5.12 1.40  1.084
F -3.54 3.87 1.02  -0.224
F -3.47 5.25 2.69  -0.265
F -3.11 5.96 0.67  -0.248
H -7.73 3.19 0.07  0.301
H -9.11 4.25 0.35  0.376
H -7.66 4.89 -0.42  0.318
H -7.85 3.89 2.48  0.311
H -7.74 5.59 1.97  0.326
C 2.34 -1.79 0.18  -0.394
C 3.73 -2.14 0.65  -0.080
O 4.07 -3.51 0.30  -0.374
C 4.47 -3.70 -0.94  0.392
O 4.63 -2.88 -1.80  -0.526
C 4.78 -5.20 -1.17  0.871
F 3.81 -5.98 -0.69  -0.255
F 5.93 -5.52 -0.55  -0.261
F 4.92 -5.45 -2.47  -0.234
H 1.61 -2.50 0.58  0.235
H 2.08 -0.79 0.53  0.168
H 2.28 -1.80 -0.91  -0.047
H 3.80 -2.13 1.74  0.184
H 4.48 -1.48 0.24  0.297
C 2.97 -3.76 -4.97  -1.103
C 2.24 -2.48 -4.64  0.187
O 0.93 -2.44 -5.27  -0.321
C -0.03 -3.09 -4.64  0.327
O 0.04 -3.69 -3.61  -0.515
C -1.36 -2.94 -5.43  0.903
F -1.19 -3.15 -6.74  -0.248
F -1.84 -1.69 -5.27  -0.256
F -2.27 -3.79 -4.98  -0.236
H 3.07 -3.88 -6.05  0.356
H 3.96 -3.72 -4.52  0.338
H 2.44 -4.62 -4.57  0.291
H 2.75 -1.61 -5.02  0.343
H 2.10 -2.36 -3.56  -0.059

As for the HOMO energy: -0.3279 hartree. For the max |F|, the calculation gives 0.2 eV Å⁻¹. Its net charge is 0. The value obtained for the molar mass is 818.2 g/mol. Its LUMO energy is -0.17 eV.